No. 1
Entry from the Open Molecules 2025 dataset: the molecule C3H8N2O2 at a distorted geometry (ωB97M-V with the def2-TZVPD basis set).

## Properties
gap between HOMO and LUMO (alpha / beta) = 0.33036 / 0.33043 Ha
largest force on an atom = 4.925 eV/A
relative energy (zero: lowest compared OMol25 entry of this formula, charge and spin) = 118.25 kcal per mole
DFT total energy = -378.952560 Eh
SMILES = NCCO/C=[NH+]\[O-]
HOMO energy (alpha / beta) = -8.0 / -8.0 eV
lowest unoccupied orbital energy (alpha / beta) = 0.94 / 0.94 eV

```
! wB97M-V def2-TZVPD RIJCOSX def2/J DEFGRID3
* xyz 0 1
H -2.26999 0.19608 -0.71724
H 1.73953 -1.61094 1.39546
H -1.09710 -1.33436 -1.53595
N -0.92674 1.15332 0.63595
H -0.19580 1.50208 -0.01440
C 1.31578 -0.91553 0.66833
O 1.69397 1.00750 -0.72402
N 1.87224 0.30275 0.30431
O 0.48625 -1.55837 -0.07397
H -1.68758 -0.74239 0.71382
C -1.39954 0.02053 -0.02684
H 0.30747 -0.04428 -1.56897
C -0.45284 -0.72506 -0.87666
H 2.25118 0.90087 1.10724
H -1.63683 1.84780 0.71296
*
```

Results of the natural (NBO) charge analysis, in e, for atoms 1 through 5: 0.1749, 0.1978, 0.2087, -0.8510, 0.3758


No. 2
Entry from the Open Molecules 2025 dataset: a cluster of 3 separate species, C3H8N2O2 in total at a distorted geometry (ωB97M-V with the def2-TZVPD basis set).

## Properties
gap between HOMO and LUMO (alpha / beta) = 0.34155 / 0.19980 Ha
largest force on an atom = 1.411 eV/A
relative energy (zero: lowest compared OMol25 entry of this formula, charge and spin) = 29.77 kcal per mole
DFT total energy = -378.767258 Eh
⟨S²⟩ = 0.7638
HOMO energy (alpha / beta) = -14.1 / -14.1 eV
lowest unoccupied orbital energy (alpha / beta) = -4.85 / -8.71 eV

```
! wB97M-V def2-TZVPD RIJCOSX def2/J DEFGRID3
* xyz 1 2
H 0.07923 2.37552 -1.86819
H -2.21798 2.45870 -1.08083
H 1.54263 0.92234 -0.34790
H 2.60454 -0.89179 2.12447
H 0.55459 -2.97540 0.33354
H -0.28483 -2.62631 -0.89585
H 1.28645 -0.66438 1.36959
C 0.46270 0.87006 -0.34308
N -0.31876 0.37399 0.63231
C -1.50289 1.73377 -0.73904
O 2.22195 -0.85483 1.24172
H -2.29664 0.83609 1.17370
C -1.51834 0.87271 0.42980
N -0.23834 1.73787 -1.14862
O -0.02438 -3.36045 -0.33263
*
```

Results of the natural (NBO) charge analysis, in e, for atoms 1 through 5: 0.4734, 0.2658, 0.2786, 0.4919, 0.4723


No. 3
Entry from the Open Molecules 2025 dataset: a cluster of 2 separate species, C3H8N2O2S2 in total at a distorted geometry (ωB97M-V with the def2-TZVPD basis set).

## Properties
gap between HOMO and LUMO = 0.27358 Ha
largest force on an atom = 3.300 eV/A
relative energy (zero: lowest compared OMol25 entry of this formula, charge and spin) = 9.18 kcal per mole
DFT total energy = -1175.409200 Eh
SMILES = NC=C(O)O.NC(=S)S
HOMO energy = -7.5 eV
lowest unoccupied orbital energy = -0.02 eV

```
! wB97M-V def2-TZVPD RIJCOSX def2/J DEFGRID3
* xyz 0 1
C -0.33698 0.02083 -0.63625
H 0.15249 -1.81946 0.02594
H 1.64686 -0.80407 2.18027
O -2.33156 0.78612 0.45793
H 0.92416 0.77225 2.19409
S 2.01214 1.90391 -0.06460
S 2.52485 -1.03533 -0.46535
H 0.55169 0.22933 -1.31359
C -1.31465 0.92095 -0.48434
O -1.28850 2.27546 -0.73651
H 2.79218 -0.20518 -1.48978
H -0.33863 2.69677 -0.85685
N 1.45265 0.03197 1.73752
H -1.35292 -1.44474 0.37463
C 2.04225 0.35002 0.56036
H -3.07983 1.36254 0.16480
N -0.67126 -1.33427 -0.35338
*
```

Results of the natural (NBO) charge analysis, in e, for atoms 1 through 5: -0.1988, 0.3455, 0.3946, -0.7152, 0.4275


No. 4
Entry from the Open Molecules 2025 dataset: a cluster of 2 separate species, C3H8N2O5P in total at a distorted geometry (ωB97M-V with the def2-TZVPD basis set).

## Properties
gap between HOMO and LUMO (alpha / beta) = 0.30555 / 0.30540 Ha
largest force on an atom = 5.183 eV/A
relative energy (zero: lowest compared OMol25 entry of this formula, charge and spin) = 66.31 kcal per mole
DFT total energy = -946.225726 Eh
HOMO energy (alpha / beta) = -5.0 / -5.0 eV
lowest unoccupied orbital energy (alpha / beta) = 3.28 / 3.27 eV

```
! wB97M-V def2-TZVPD RIJCOSX def2/J DEFGRID3
* xyz -1 1
C -1.03119 0.78594 0.66672
H 3.74009 -1.32050 1.21657
P -0.41629 -0.39974 -1.84521
H 0.03084 1.42075 2.20564
H 1.24165 -1.66671 -0.38778
C 1.98046 -1.20537 0.24616
N 1.80499 -0.02579 0.55394
O -0.81876 -1.75338 -0.98639
H -1.49861 2.09290 1.96091
H 0.48013 1.65287 -0.91751
C -0.03293 0.75350 -0.49670
O -2.38681 0.86596 0.26207
N -0.58893 1.87499 1.56836
O 3.08508 -1.81814 0.74276
H -1.53861 -1.54499 -0.50692
H -2.20765 0.78968 -0.68867
H -1.04122 -0.10642 1.39957
O 0.85461 -0.64186 -2.62832
O -1.65685 0.24632 -2.36520
*
```

Results of the natural (NBO) charge analysis, in e, for atoms 1 through 5: 0.1700, 0.4869, 2.3071, 0.3644, 0.2092


No. 5
Entry from the Open Molecules 2025 dataset: the ion C3H8N2OP with charge +1 at a distorted geometry (ωB97M-V with the def2-TZVPD basis set).

## Properties
gap between HOMO and LUMO = 0.29363 Ha
largest force on an atom = 6.189 eV/A
relative energy (zero: lowest compared OMol25 entry of this formula, charge and spin) = 27.27 kcal per mole
DFT total energy = -644.914223 Eh
SMILES = C/N=C(/C)OP=[NH2+]
HOMO energy = -14.1 eV
lowest unoccupied orbital energy = -6.15 eV

```
! wB97M-V def2-TZVPD RIJCOSX def2/J DEFGRID3
* xyz 1 1
H -1.91549 -1.92844 -1.30862
O -1.27099 -0.69100 0.86616
H -0.49541 -2.79606 -0.55123
H -2.73220 0.90845 -0.66696
H 0.79931 0.49312 1.52901
H -0.28795 -1.84410 -2.00032
N -2.81483 1.20683 0.30968
C -0.89862 -1.95572 -1.09689
C 0.82504 0.91092 0.53692
H 1.80690 0.99805 0.27687
N 0.47082 -0.13407 -0.38473
H 0.31992 1.81010 0.43003
H -3.47009 2.04441 0.37795
P -2.22241 0.28254 1.55167
C -0.47271 -0.91484 -0.13017
*
```

Results of the natural (NBO) charge analysis, in e, for atoms 1 through 5: 0.2248, -0.7902, 0.2525, 0.4459, 0.1866


No. 6
Entry from the Open Molecules 2025 dataset: the molecule C3H8N2OS at a distorted geometry (ωB97M-V with the def2-TZVPD basis set).

## Properties
gap between HOMO and LUMO (alpha / beta) = 0.28684 / 0.29176 Ha
largest force on an atom = 4.906 eV/A
relative energy (zero: lowest compared OMol25 entry of this formula, charge and spin) = 174.84 kcal per mole
DFT total energy = -701.798884 Eh
HOMO energy (alpha / beta) = -8.2 / -7.9 eV
lowest unoccupied orbital energy (alpha / beta) = -0.35 / 0.06 eV

```
! wB97M-V def2-TZVPD RIJCOSX def2/J DEFGRID3
* xyz 0 1
S 1.11836 -2.03026 -0.34904
H -0.29977 1.18426 -0.26948
H -3.12061 -1.06486 0.92737
N -0.36512 -1.44184 -0.52414
H 1.97850 0.94203 1.18037
H 0.92188 1.47873 -1.63930
H 2.76913 -1.33188 0.85560
H 2.90267 0.55400 -0.25294
N 1.89520 -0.86535 0.71475
C 1.88406 0.52749 0.14751
H -2.59532 0.07358 -0.15114
C 0.73734 1.05298 -0.70295
C -2.41992 -0.91855 0.04546
O -1.13603 -1.16030 0.61844
H -2.71495 -1.47669 -0.76967
*
```

Results of the natural (NBO) charge analysis, in e, for atoms 1 through 5: 0.6524, 0.1910, 0.1838, -0.3778, 0.2336


No. 7
Entry from the Open Molecules 2025 dataset: the molecule C3H8N2OS at a distorted geometry (ωB97M-V with the def2-TZVPD basis set).

## Properties
gap between HOMO and LUMO = 0.33135 Ha
largest force on an atom = 1.882 eV/A
relative energy (zero: lowest compared OMol25 entry of this formula, charge and spin) = 65.83 kcal per mole
DFT total energy = -701.972601 Eh
SMILES = CS/C(CN)=N/O
HOMO energy = -8.3 eV
lowest unoccupied orbital energy = 0.67 eV

```
! wB97M-V def2-TZVPD RIJCOSX def2/J DEFGRID3
* xyz 0 1
H -0.05473 3.04373 1.48356
N 0.32077 2.27047 0.94701
H -0.32209 -2.59145 -2.46254
O 1.11718 0.06995 1.98320
H 1.08379 1.04524 1.83107
H 0.75878 2.62692 0.11864
S -0.72803 -0.61960 -1.40314
C -0.10590 0.07310 0.05212
H -0.22136 -2.88095 -0.61811
H -1.34962 1.79045 -0.32206
C -0.76896 1.34864 0.53411
H 1.17464 -2.09137 -1.42544
C 0.06146 -2.25576 -1.46935
H -1.38989 1.05001 1.39313
N 0.80951 -0.50397 0.75087
*
```

Results of the natural (NBO) charge analysis, in e, for atoms 1 through 5: 0.3766, -0.8411, 0.2297, -0.5882, 0.4762


No. 8
Entry from the Open Molecules 2025 dataset: the molecule C3H8N2OS at a distorted geometry (ωB97M-V with the def2-TZVPD basis set).

## Properties
gap between HOMO and LUMO = 0.37580 Ha
largest force on an atom = 3.391 eV/A
relative energy (zero: lowest compared OMol25 entry of this formula, charge and spin) = 87.25 kcal per mole
DFT total energy = -701.938472 Eh
HOMO energy = -9.5 eV
lowest unoccupied orbital energy = 0.74 eV

```
! wB97M-V def2-TZVPD RIJCOSX def2/J DEFGRID3
* xyz 0 1
C 0.35469 -0.28524 0.07460
S -1.72290 1.79291 2.15894
C -0.10405 -1.32649 -1.88742
H -0.78825 -1.07622 -2.74812
H -0.83229 -1.84307 -1.20251
N 0.45272 -0.21869 -1.17859
C 0.60226 0.92762 0.85837
O -2.66739 1.06394 1.30948
H 0.70247 -1.72509 -2.41135
H 0.14741 0.50190 2.83225
H 0.45292 1.74594 0.28285
N -0.17757 1.09719 2.05951
H 1.59784 1.06678 1.19914
H -1.28992 2.77141 1.18722
H 0.02201 -1.26734 0.58281
*
```

Results of the natural (NBO) charge analysis, in e, for atoms 1 through 5: 0.1085, 1.2728, -0.4529, 0.2061, 0.1859


No. 9
Entry from the Open Molecules 2025 dataset: the molecule C3H8N2OS at a distorted geometry (ωB97M-V with the def2-TZVPD basis set).

## Properties
gap between HOMO and LUMO (alpha / beta) = 0.16246 / 0.19399 Ha
largest force on an atom = 5.965 eV/A
relative energy (zero: lowest compared OMol25 entry of this formula, charge and spin) = 104.80 kcal per mole
DFT total energy = -701.756211 Eh
⟨S²⟩ = 2.0144
HOMO energy (alpha / beta) = -4.3 / -8.2 eV
lowest unoccupied orbital energy (alpha / beta) = 0.12 / -2.89 eV

```
! wB97M-V def2-TZVPD RIJCOSX def2/J DEFGRID3
* xyz 0 3
H -2.97331 -2.05666 -0.35554
H -1.22434 0.59754 1.03163
C 0.27700 0.36105 -0.28904
H -2.68694 -1.46090 1.35464
C -2.37615 -1.47217 0.31494
S 1.01418 -1.14525 0.56626
N -1.04620 0.39892 0.10336
H 0.40643 0.10968 -1.27191
H 0.75431 2.31616 0.62342
H 1.21385 2.13604 -0.94717
N -1.58302 -0.75332 -0.32444
O 2.62205 -1.20373 -0.10340
H 2.16200 1.52860 0.29525
C 1.12898 1.59107 -0.00935
H 2.31116 -0.94703 -0.98865
*
```

Results of the natural (NBO) charge analysis, in e, for atoms 1 through 5: 0.1706, 0.3499, -0.1803, 0.1543, -0.1980


No. 10
Entry from the Open Molecules 2025 dataset: the ion C3H8N2OS with charge +1 at a distorted geometry (ωB97M-V with the def2-TZVPD basis set).

## Properties
gap between HOMO and LUMO (alpha / beta) = 0.35053 / 0.17139 Ha
largest force on an atom = 5.192 eV/A
relative energy (zero: lowest compared OMol25 entry of this formula, charge and spin) = 48.10 kcal per mole
DFT total energy = -701.657770 Eh
⟨S²⟩ = 0.7533
HOMO energy (alpha / beta) = -13.9 / -13.9 eV
lowest unoccupied orbital energy (alpha / beta) = -4.35 / -9.20 eV

```
! wB97M-V def2-TZVPD RIJCOSX def2/J DEFGRID3
* xyz 1 2
H 1.14889 0.25900 2.28227
C -0.79124 1.28155 0.12601
H 0.17441 -0.58126 -1.86425
H 1.15092 0.67616 -0.63593
C 0.47244 0.40937 0.27092
H 2.13433 -0.31421 1.21923
S -2.50751 0.47358 0.02526
H -0.31351 -2.19893 -1.64697
O 0.47554 -1.76409 0.99019
H -2.07544 -0.31733 -0.95978
N 1.46865 0.57322 1.37391
H -0.66495 2.10307 0.90866
H -0.90101 1.80527 -0.88201
C 0.37358 -1.05345 0.03628
N -0.14511 -1.35194 -1.24378
*
```

Results of the natural (NBO) charge analysis, in e, for atoms 1 through 5: 0.3787, -0.5422, 0.3911, 0.2317, -0.1938


No. 11
Entry from the Open Molecules 2025 dataset: the molecule C3H8N2S at a distorted geometry (ωB97M-V with the def2-TZVPD basis set).

## Properties
gap between HOMO and LUMO = 0.33435 Ha
largest force on an atom = 3.675 eV/A
relative energy (zero: lowest compared OMol25 entry of this formula, charge and spin) = 92.36 kcal per mole
DFT total energy = -626.676092 Eh
HOMO energy = -8.4 eV
lowest unoccupied orbital energy = 0.71 eV

```
! wB97M-V def2-TZVPD RIJCOSX def2/J DEFGRID3
* xyz 0 1
H -1.41287 1.39652 -1.26268
N 1.89536 1.32627 0.26522
H 1.53519 -1.32620 1.05648
C -1.50083 1.02514 -0.23169
H -1.43341 -1.16035 -1.09245
H 2.28453 -1.76452 -0.26257
H -2.15505 -1.04280 0.38333
H -0.35748 0.23094 1.40737
H -2.28624 1.44738 0.28843
C -0.39277 0.16544 0.27269
H 2.86004 1.26278 0.01937
S 1.14612 0.24876 -0.62891
N 1.42312 -1.33086 0.05734
C -1.60570 -0.47850 -0.27192
*
```

Results of the natural (NBO) charge analysis, in e, for atoms 1 through 5: 0.2164, -1.1430, 0.3733, -0.4133, 0.2198


No. 12
Entry from the Open Molecules 2025 dataset: the molecule C3H8N2S at a distorted geometry (ωB97M-V with the def2-TZVPD basis set).

## Properties
gap between HOMO and LUMO = 0.36653 Ha
largest force on an atom = 4.074 eV/A
relative energy (zero: lowest compared OMol25 entry of this formula, charge and spin) = 61.81 kcal per mole
DFT total energy = -626.724788 Eh
SMILES = [H]/N=N/C(C)(C)S
HOMO energy = -9.1 eV
lowest unoccupied orbital energy = 0.83 eV

```
! wB97M-V def2-TZVPD RIJCOSX def2/J DEFGRID3
* xyz 0 1
N -0.40118 -0.89110 1.05462
H -0.31158 -2.61120 1.49818
N -0.09034 -2.04516 0.73199
H -1.21264 1.94308 -0.58896
H -1.92174 0.94764 0.69708
C 0.82830 -0.01244 -1.20917
H -1.89856 0.43531 -0.95083
S 0.98981 1.18081 1.34125
C -1.34339 0.95549 -0.19450
H 1.31003 0.96816 -1.55291
H 0.36514 -0.74398 -1.81161
H 1.93439 0.29654 1.76769
C 0.01549 0.19158 0.10073
H 1.73628 -0.61473 -0.88357
*
```

Results of the natural (NBO) charge analysis, in e, for atoms 1 through 5: -0.1333, 0.3181, -0.3530, 0.2203, 0.2278